Density functional theory data (ωB97M-V/def2-TZVPD) for one molecule with the formula C14H14F4N2O.

Values from the calculation:
- SMILES: Cc1ccc(O)c(C2=NCCNC(C(F)(F)C(F)F)=C2)c1

The geometry in ORCA input format:
```
! RIJCOSX wB97M-V def2-TZVPD def2/J DEFGRID3
* xyz 0 1
F 0.45 3.28 -2.84
F 1.97 3.05 0.33
F 1.86 1.77 -2.16
F 0.54 4.51 -0.38
O -1.85 -2.26 2.20
N -1.98 0.05 1.06
N -1.44 2.74 -0.53
C 1.45 3.03 -1.96
C -0.11 -3.68 1.53
C -0.77 -0.07 0.65
C 2.73 -3.27 -0.93
C 0.92 3.20 -0.52
C -0.18 -1.42 0.67
C 1.54 -2.97 -0.08
C 0.11 1.01 0.25
C 1.01 -3.94 0.77
C -2.64 1.32 1.09
C -2.64 2.00 -0.31
C -0.74 -2.43 1.47
C -0.22 2.25 -0.19
C 0.94 -1.72 -0.11
H 2.28 3.72 -2.17
H 2.52 -4.12 -1.59
H 1.16 0.81 0.35
H -0.54 -4.43 2.17
H -1.52 3.74 -0.66
H 1.48 -4.91 0.82
H -2.21 -1.36 1.97
H 3.00 -2.42 -1.55
H -3.67 1.14 1.41
H -2.16 2.00 1.80
H -2.74 1.21 -1.06
H 3.59 -3.54 -0.31
H 1.33 -0.97 -0.78
H -3.49 2.68 -0.40
*
```

Density functional theory data (ωB97M-V/def2-TZVPD) for C14H14FMnN as an isolated structure.

Values from the calculation:
- <S²>: 3.94

The geometry in ORCA input format:
```
! RIJCOSX wB97M-V def2-TZVPD def2/J DEFGRID3
* xyz 0 4
Mn 0.03 0.10 -0.11
F -4.28 1.60 4.21
N 0.07 -1.84 0.11
C -3.61 0.18 2.40
C -3.33 1.23 3.27
C 1.42 -1.86 0.19
C 2.21 -2.93 -0.16
C -2.64 -0.16 1.43
C -0.85 -0.10 -2.05
C -1.44 0.54 1.33
C -1.24 1.15 -1.46
C -2.13 1.93 3.22
C -1.18 1.56 2.24
C -0.04 1.91 -1.20
C 1.08 1.12 -1.63
C 0.58 -0.12 -2.17
C 1.84 -0.48 0.60
H -0.22 2.09 2.20
H 1.17 -0.89 -2.66
H -0.48 -2.70 0.06
H -2.85 -1.01 0.76
H 2.12 1.45 -1.64
H -4.56 -0.35 2.47
H 2.77 -0.13 0.14
H 1.77 -3.84 -0.53
H -2.26 1.52 -1.35
H 1.81 -0.32 1.69
H 3.28 -2.79 -0.22
H 0.00 2.94 -0.86
H -1.54 -0.85 -2.45
H -1.93 2.74 3.92
*
```

Density functional theory data (ωB97M-V/def2-TZVPD) for one molecule with the formula C14H14N4O5S.

Values from the calculation:
- SMILES: O=[N+]([O-])c1c(NCCCO)cc(SCc2ccco2)c2nonc12

The geometry in ORCA input format:
```
! RIJCOSX wB97M-V def2-TZVPD def2/J DEFGRID3
* xyz 0 1
S 2.04 1.91 1.45
O 3.11 -2.55 1.09
O -6.65 1.34 -0.25
O -2.15 -3.07 -0.30
O 5.09 0.15 -0.31
O -0.32 -4.18 -0.08
N -2.19 -0.55 0.15
N 3.09 -1.24 1.28
N 1.93 -3.05 0.71
N -0.94 -3.14 -0.03
C 3.49 1.29 -1.37
C 4.09 1.04 -0.16
C 3.81 1.54 1.21
C -4.42 0.35 -0.09
C 5.14 -0.17 -1.62
C 4.18 0.50 -2.31
C 1.86 -0.85 1.01
C -2.96 0.67 0.20
C -0.27 -1.96 0.33
C 1.23 0.42 1.04
C 1.11 -2.03 0.65
C -0.89 -0.69 0.41
C -5.28 1.62 -0.10
C -0.11 0.46 0.75
H -0.60 1.41 0.78
H 4.30 2.50 1.40
H -4.50 -0.15 -1.06
H -2.67 -1.42 -0.10
H -4.94 2.30 -0.90
H 5.89 -0.87 -1.92
H -2.87 1.14 1.18
H -4.81 -0.32 0.68
H 3.99 0.43 -3.36
H 2.67 1.95 -1.55
H 4.14 0.81 1.95
H -5.20 2.14 0.86
H -2.59 1.38 -0.55
H -6.79 0.86 -1.07
*
```

Density functional theory data (ωB97M-V/def2-TZVPD) for one molecule with the formula C14H14N4S.

Values from the calculation:
- SMILES: S=C1N=C(C2CCCCC2)c2c3ccnc-3ncn21

The geometry in ORCA input format:
```
! RIJCOSX wB97M-V def2-TZVPD def2/J DEFGRID3
* xyz 0 1
S -0.04 4.65 -0.76
N 3.88 2.48 0.26
N -0.63 2.07 -0.73
N 1.58 2.55 -0.35
N 4.57 0.20 0.73
C -0.71 -0.41 -0.44
C 0.29 3.09 -0.60
C 0.00 0.93 -0.53
C 3.74 1.11 0.36
C -3.25 -1.82 0.36
C -2.89 -1.60 -1.09
C 1.39 1.21 -0.26
C -1.13 -0.59 1.04
C -1.97 -0.40 -1.32
C 2.48 0.46 0.11
C -1.98 -1.83 1.27
C 2.81 3.16 -0.10
C 3.91 -1.03 0.71
C 2.64 -0.94 0.32
H 4.37 -2.00 0.98
H -1.67 0.27 1.35
H 2.87 4.26 -0.19
H 1.89 -1.75 0.26
H -1.40 -2.72 1.05
H -3.79 -2.75 0.40
H -1.67 -0.36 -2.36
H -2.51 0.51 -1.13
H -3.95 -1.01 0.66
H -2.34 -1.91 2.31
H -3.81 -1.49 -1.66
H -2.43 -2.51 -1.50
H -0.03 -1.20 -0.77
H -0.24 -0.64 1.65
*
```

For reference, max |F| by record: 0.0097 0.0807 0.0333 0.0693 hartree/bohr.
For reference, molar mass by record: 302.3 270.2 350.4 270.4 g mol⁻¹.
For reference, E by record: -30643.046 -50268.858 -41772.235 -31539.932 eV.